Computed, not measured: a 8-piece molecular cluster, C52H52F8O4 overall, with wB97M-V/def2-TZVPD.

The geometry in XYZ format:
```
116
C52H52F8O4 | the Open Molecules 2025 dataset | wB97M-V/def2-TZVPD
C 6.4173 -0.3845 0.0151
C 5.6236 0.8914 -0.3051
C 4.5223 0.7239 -1.3529
C 3.1069 0.4294 -0.7400
C 2.6350 1.7860 -0.2541
C 1.4437 1.7933 0.6986
O 1.5884 2.9526 1.5174
O 3.3727 -0.6228 0.2497
C 3.5370 -1.7403 -0.5022
O 4.0480 -2.7092 -0.1834
O 2.9899 -1.5538 -1.7630
C 2.2109 -0.3644 -1.6341
C 0.7571 -0.5914 -1.2771
C 0.5135 -1.3185 0.0394
F -0.8275 -1.1980 0.3685
H 7.2773 -0.0983 0.6092
H 6.6922 -0.9621 -0.8581
H 5.8187 -0.9977 0.6757
H 6.3319 1.6268 -0.6500
H 5.1965 1.2499 0.6252
H 4.7817 0.0305 -2.1472
H 4.4124 1.6901 -1.8393
H 3.4205 2.3299 0.2489
H 2.3974 2.3778 -1.1297
H 0.5224 1.8907 0.1288
H 1.4378 0.9327 1.3575
H 0.7191 3.2085 1.8458
H 2.1509 0.1000 -2.6190
H 0.3408 -1.2208 -2.0578
H 0.1793 0.3231 -1.2985
H 0.7434 -2.3758 -0.0792
H 1.0883 -0.9329 0.8688
F -1.9709 0.1418 -3.1384
C -2.8437 -0.8833 -3.0182
C -3.2113 -1.5948 -4.1431
C -4.1078 -2.6515 -4.0016
C -4.6180 -2.9637 -2.7463
C -4.2326 -2.2314 -1.6315
C -3.3349 -1.1846 -1.7672
H -2.8032 -1.3224 -5.1009
H -4.4089 -3.2287 -4.8578
H -5.3178 -3.7824 -2.6383
H -4.6318 -2.4758 -0.6558
H -3.0131 -0.6053 -0.9114
F -2.5063 -3.5307 3.5744
C -1.2683 -4.0504 3.6864
C -0.9222 -4.7184 4.8438
C 0.3523 -5.2560 4.9544
C 1.2625 -5.1121 3.9160
C 0.8969 -4.4335 2.7616
C -0.3790 -3.9016 2.6415
H -1.6436 -4.8136 5.6449
H 0.6351 -5.7879 5.8531
H 2.2568 -5.5293 4.0070
H 1.6072 -4.3176 1.9528
H -0.6859 -3.3765 1.7459
F -0.9055 4.1574 0.6300
C -2.1372 4.0866 1.1823
C -3.0360 5.1092 0.9580
C -4.2988 5.0271 1.5260
C -4.6410 3.9343 2.3130
C -3.7211 2.9187 2.5293
C -2.4596 2.9913 1.9566
H -2.7472 5.9550 0.3480
H -5.0171 5.8175 1.3546
H -5.6255 3.8762 2.7576
H -3.9835 2.0694 3.1459
H -1.7302 2.2041 2.1080
F 8.1435 2.4757 0.4787
C 9.2284 2.3195 1.2631
C 10.4770 2.6034 0.7482
C 11.5901 2.4445 1.5602
C 11.4418 1.9975 2.8663
C 10.1776 1.7133 3.3638
C 9.0592 1.8790 2.5600
H 10.5714 2.9434 -0.2748
H 12.5748 2.6695 1.1728
H 12.3126 1.8709 3.4960
H 10.0611 1.3612 4.3801
H 8.0642 1.6703 2.9312
F -10.7308 -0.6222 -3.0239
C -9.6873 -0.7178 -2.1773
C -8.4255 -0.3807 -2.6251
C -7.3532 -0.4759 -1.7504
C -7.5548 -0.9140 -0.4484
C -8.8303 -1.2522 -0.0178
C -9.9083 -1.1500 -0.8852
H -8.2892 -0.0489 -3.6461
H -6.3589 -0.2097 -2.0846
H -6.7155 -0.9913 0.2310
H -8.9872 -1.5970 0.9957
H -10.9115 -1.4015 -0.5670
F -3.4009 -2.6721 -6.6383
C -2.5798 -3.0191 -7.6539
C -1.2913 -3.4179 -7.3631
C -0.4496 -3.7777 -8.4053
C -0.9029 -3.7253 -9.7163
C -2.2019 -3.3171 -9.9871
C -3.0517 -2.9648 -8.9491
H -0.9559 -3.4451 -6.3342
H 0.5613 -4.0993 -8.1932
H -0.2426 -4.0031 -10.5274
H -2.5547 -3.2723 -11.0087
H -4.0702 -2.6513 -9.1380
F -3.3611 4.5360 6.3294
C -2.0569 4.2002 6.2914
C -1.4123 4.1477 5.0721
C -0.0680 3.8060 5.0354
C 0.6085 3.5124 6.2114
C -0.0587 3.5660 7.4275
C -1.4005 3.9169 7.4722
H -1.9594 4.3736 4.1673
H 0.4545 3.7682 4.0882
H 1.6559 3.2424 6.1790
H 0.4664 3.3339 8.3445
H -1.9358 3.9719 8.4110
```

As for the orbital gap: 9.65 eV. As for the SMILES: CCC[C@]1(CCO)OC(=O)O[C@H]1CCF.Fc1ccccc1.Fc1ccccc1.Fc1ccccc1.Fc1ccccc1.Fc1ccccc1.Fc1ccccc1.Fc1ccccc1. As for the total energy: -84696.679 eV.